Record 1
85
Properties=species:S:1:pos:R:3:lowdin_charge:R:1 method="wB97M-V/def2-TZVPD" spin_multiplicity=2 charge=0 homo_lumo_gap_ev="7.1 / 7.0" s2=0.76 e_homo_ev="-7.80 / -7.65"
Cr 0.054 0.242 -0.001 0.747
S 1.904 2.667 -1.175 0.659
O -1.519 -4.558 -2.911 0.142
O -3.640 -4.594 -2.221 0.099
O 0.490 -2.994 -2.566 0.075
O 0.715 -0.952 -1.654 -0.077
O 1.074 3.754 -1.647 -0.303
O 2.895 -0.394 0.460 0.145
O 1.709 -1.747 1.847 0.159
O 3.258 2.984 -0.804 -0.275
N -1.526 0.294 -3.218 0.099
N 1.125 1.893 0.069 -0.185
N -2.853 2.209 -3.082 -0.031
N -3.234 -2.441 -0.520 0.196
N -1.464 -1.222 -0.157 0.096
N -1.499 1.504 -1.273 0.043
N -0.215 0.684 1.915 0.001
C -3.306 3.412 -2.402 -0.152
C -1.152 -2.191 -1.075 -0.101
C 1.532 4.271 2.943 -0.060
C -3.250 3.217 -0.901 -0.153
C -2.736 -1.388 0.158 -0.312
C -2.247 -2.970 -1.308 -0.065
C -3.214 2.082 -4.488 -0.147
C 1.087 2.556 1.289 -0.240
C -1.863 2.712 -0.536 -0.222
C 3.211 -0.238 -3.614 -0.049
C 1.264 0.749 -4.636 -0.086
C 1.101 1.573 -3.534 -0.074
C 1.993 1.472 -2.480 -0.276
C 5.061 -2.727 3.023 -0.095
C 1.591 3.809 1.621 0.003
C 3.062 0.592 -2.516 -0.048
C -2.526 -4.121 -2.195 -0.492
C 5.784 -1.895 2.177 -0.092
C 0.404 1.835 2.314 -0.137
C 0.985 3.527 3.955 -0.045
C -0.762 -0.078 2.850 -0.102
C 0.138 -2.079 -1.814 -0.525
C -0.758 0.256 4.204 -0.028
C 5.148 -1.060 1.262 0.012
C -2.075 1.468 -5.279 -0.154
C -1.764 0.125 -4.645 -0.176
C -0.199 1.439 4.612 0.014
C 0.398 2.284 3.655 -0.148
C 3.669 -2.761 2.993 0.003
C 3.047 -1.935 2.084 -0.194
C -3.553 -0.553 1.078 0.017
C 3.772 -1.103 1.235 -0.186
C 2.312 -0.160 -4.669 -0.053
C -1.949 1.373 -2.492 -0.364
B 1.612 -0.785 0.838 -0.471
H -4.598 -0.569 0.769 0.090
H 0.314 2.314 -3.479 0.106
H -2.605 -0.559 -4.799 0.122
H 3.762 0.584 -1.695 0.112
H -2.683 4.265 -2.693 0.135
H 2.441 -0.797 -5.536 0.110
H -4.171 -2.815 -0.498 0.176
H 0.983 3.879 4.978 0.111
H -0.880 -0.333 -5.088 0.102
H 5.704 -0.402 0.607 0.121
H -3.459 3.075 -4.866 0.123
H 1.950 5.245 3.167 0.110
H -3.190 0.473 1.063 0.073
H -0.202 1.737 5.653 0.122
H 5.590 -3.360 3.723 0.099
H 0.591 0.827 -5.481 0.092
H -4.110 1.458 -4.593 0.129
H -4.331 3.615 -2.722 0.124
H -1.198 2.116 -5.211 0.108
H -1.119 3.490 -0.722 0.102
H -3.456 4.161 -0.397 0.119
H -0.684 -4.012 -2.767 0.062
H -1.825 2.486 0.535 0.098
H 4.035 -0.937 -3.654 0.113
H -1.203 -0.424 4.918 0.111
H -0.626 -0.023 -2.885 0.085
H -4.005 2.486 -0.598 0.112
H 3.102 -3.404 3.653 0.117
H -3.502 -0.922 2.103 0.084
H -1.195 -1.010 2.512 0.116
H -2.349 1.359 -6.328 0.122
H 6.865 -1.892 2.232 0.100
H 2.052 4.420 0.864 0.102

Record 2
32
Properties=species:S:1:pos:R:3:lowdin_charge:R:1 method="wB97M-V/def2-TZVPD" spin_multiplicity=3 charge=+1 homo_lumo_gap_ev="4.0 / 2.6" s2=2.03 e_homo_ev="-8.26 / -11.69"
N 0.578 1.481 -0.410 0.130
C 0.500 -0.723 1.392 -0.059
C -1.513 2.344 0.369 -0.189
C -0.358 1.422 0.498 -0.332
C -2.746 1.540 -0.080 -0.076
C 2.726 -1.419 -1.489 0.026
C 1.536 -1.591 -1.985 0.001
C -0.293 0.433 1.545 -0.181
C 0.945 -0.709 -3.047 -0.007
C -0.137 -1.484 3.578 -0.089
C 3.933 -1.243 -1.060 0.157
C -1.013 0.590 2.744 -0.031
C 0.566 -1.666 2.394 -0.093
C -0.927 -0.354 3.745 -0.070
H 1.622 0.104 -3.299 0.099
H 1.168 -2.551 2.255 0.100
H -3.579 2.220 -0.239 0.076
H -1.734 2.827 1.320 0.107
H 4.171 -0.619 -0.208 0.118
H -1.608 1.473 2.910 0.109
H -0.014 -0.302 -2.721 0.105
H 4.774 -1.737 -1.523 0.116
H 0.763 -1.291 -3.948 0.117
H 1.026 -0.915 0.468 0.051
H -2.545 1.017 -1.013 0.069
H 1.369 0.845 -0.411 0.076
H -3.031 0.810 0.674 0.074
H -1.471 -0.212 4.666 0.110
H -0.063 -2.214 4.365 0.102
H -1.298 3.121 -0.366 0.111
H 0.532 2.154 -1.164 0.117
H 0.912 -2.410 -1.646 0.154

Record 3
25
Properties=species:S:1:pos:R:3:lowdin_charge:R:1 method="wB97M-V/def2-TZVPD" spin_multiplicity=1 charge=+1 homo_lumo_gap_ev=8.4 e_homo_ev=-12.71 smiles=CSC(C)(C)[n+]1ccccc1
S 0.467 2.301 -0.354 0.926
N 0.255 -0.488 0.210 -0.029
C -0.439 -1.641 0.478 0.012
C -0.185 0.812 0.699 -0.696
C -1.706 0.931 0.743 -0.070
C -0.014 -2.841 -0.031 0.022
C 1.380 -0.548 -0.428 -0.055
C 1.898 -1.688 -1.027 0.002
C -0.576 2.265 -1.782 -0.395
C 0.387 1.033 2.042 -0.067
C 1.191 -2.851 -0.873 0.011
H -2.256 0.437 -0.030 0.088
H -0.492 -3.815 0.100 0.126
H 2.803 -1.625 -1.605 0.128
H 1.437 -3.872 -1.362 0.160
H 1.479 1.013 2.001 0.103
H 1.792 0.369 -0.724 0.080
H 0.101 0.236 2.728 0.113
H -1.598 2.121 -1.478 0.021
H -0.214 1.421 -2.437 0.061
H -1.306 -1.449 1.135 0.153
H -0.578 3.137 -2.436 0.058
H -1.751 2.055 0.591 0.097
H 0.046 2.023 2.165 0.073
H -2.120 0.664 1.674 0.079

Record 4
17
Properties=species:S:1:pos:R:3:lowdin_charge:R:1 method="wB97M-V/def2-TZVPD" spin_multiplicity=1 charge=+1 homo_lumo_gap_ev=8.0 e_homo_ev=-13.17
S -2.779 -1.913 0.191 0.615
S -0.767 -2.222 -0.205 0.705
N -1.449 0.340 -0.041 -0.065
N 1.278 0.470 -0.451 -0.106
C -0.480 -0.528 -0.380 -0.410
C 2.286 -0.413 -0.964 -0.123
C 1.298 0.992 0.890 -0.130
C -2.793 -0.057 0.241 -0.420
H -1.421 1.285 -0.317 0.143
H 2.516 -1.135 -0.138 0.100
H 2.079 -1.058 -1.844 0.107
H 0.472 1.794 0.878 0.096
H 0.940 0.235 1.668 0.111
H -3.432 0.294 -0.579 0.106
H 3.163 0.125 -1.144 0.078
H 2.282 1.486 1.069 0.120
H -3.193 0.304 1.126 0.072

Record 5
18
Properties=species:S:1:pos:R:3:lowdin_charge:R:1 method="wB97M-V/def2-TZVPD" spin_multiplicity=1 charge=-1 homo_lumo_gap_ev=7.9 e_homo_ev=-3.85
O 0.421 -1.583 -0.732 -0.113
O 1.383 0.438 -1.150 -0.081
C -2.826 1.050 -0.759 -0.169
C 1.035 -0.527 -0.454 -0.753
C -2.748 -0.204 0.110 -0.165
C 2.029 0.881 1.540 -0.139
C 1.324 -0.403 1.129 -0.201
H 0.346 -0.600 1.568 0.073
H -3.321 -1.000 -0.362 0.056
H 1.824 -1.356 1.343 0.083
H -2.911 0.667 -1.780 0.059
H -3.736 1.647 -0.635 0.048
H 1.745 1.267 2.521 0.045
H -1.767 -0.649 0.279 0.040
H 3.113 0.800 1.587 0.054
H -2.001 1.752 -0.671 0.059
H -3.171 -0.015 1.105 0.053
H 1.723 1.558 0.742 0.053